# 1
Below is C37H44N2O4PtS2Te as an isolated structure in a non-equilibrium geometry, with properties calculated with the ωB97M-V functional and the def2-TZVPD basis.

Last column: Löwdin charge in e.
CARTESIAN COORDINATES (ANGSTROEM)
Pt (-0.69744, 0.17765, -0.59194)  0.858
C (1.30276, 2.67865, 2.19216)  -0.030
C (0.10626, 2.03545, 2.82946)  -0.231
C (0.07736, 1.77475, 4.19076)  -0.051
C (-1.00744, 1.13865, 4.77176)  -0.085
C (-2.08104, 0.74375, 3.98846)  -0.066
C (-2.10294, 1.01095, 2.63046)  -0.258
C (-3.23984, 0.58425, 1.75616)  -0.034
C (-1.00824, 1.68175, 2.04896)  -0.310
N (-1.02664, 1.89315, 0.68136)  -0.072
C (-1.23704, 3.07945, 0.10126)  -0.290
C (-1.55474, 4.29975, 0.91426)  -0.006
C (-1.20424, 3.12975, -1.29994)  -0.301
C (-1.53664, 4.38795, -2.04734)  -0.005
N (-0.86704, 2.01635, -1.93714)  -0.026
C (-0.89264, 1.78265, -3.29384)  -0.254
C (-2.07174, 1.25135, -3.85624)  -0.207
C (-3.26714, 1.04515, -2.97674)  -0.029
C (-2.09274, 0.93915, -5.20194)  -0.050
C (-0.96674, 1.11665, -5.99194)  -0.082
C (0.19156, 1.62865, -5.43524)  -0.057
C (0.24506, 1.98255, -4.09514)  -0.220
C (1.49356, 2.58035, -3.52284)  -0.070
H (1.28666, 3.75645, 2.35616)  0.087
H (1.31286, 2.50055, 1.11616)  0.072
H (2.22136, 2.28675, 2.62846)  0.073
H (0.92666, 2.05275, 4.79896)  0.112
H (-1.00184, 0.94215, 5.83406)  0.101
H (-2.90784, 0.20785, 4.43196)  0.113
H (-3.86444, -0.13955, 2.27276)  0.083
H (-2.85224, 0.14115, 0.82506)  0.041
H (-3.84864, 1.44075, 1.46876)  0.090
H (-1.48344, 4.07635, 1.97446)  0.079
H (-2.56994, 4.64105, 0.70586)  0.088
H (-0.86904, 5.11245, 0.67786)  0.087
H (-0.80754, 5.17055, -1.84004)  0.087
H (-2.51874, 4.75225, -1.74964)  0.084
H (-1.54294, 4.20325, -3.11844)  0.083
H (-2.96384, 0.54905, -2.04594)  0.046
H (-4.02154, 0.43815, -3.47134)  0.082
H (-3.71864, 2.00125, -2.70644)  0.084
H (-2.99304, 0.53225, -5.63754)  0.107
H (-0.99844, 0.85245, -7.03924)  0.099
H (1.07406, 1.76135, -6.04364)  0.110
H (1.76886, 3.48305, -4.06644)  0.086
H (2.32416, 1.88085, -3.61054)  0.011
H (1.36156, 2.83545, -2.47404)  0.059
C (4.13526, -1.31535, 2.47086)  -0.071
C (4.04816, -0.94605, 0.98796)  -0.506
C (4.77836, 0.36835, 0.73096)  -0.084
C (2.58006, -0.82125, 0.62536)  -0.506
H (5.15956, -1.53835, 2.75776)  0.080
H (3.51716, -2.18315, 2.68716)  0.077
H (3.77676, -0.48745, 3.07766)  0.079
H (4.49766, -1.75855, 0.40796)  0.113
H (4.34676, 1.15145, 1.35246)  0.075
H (4.68346, 0.66995, -0.31324)  0.054
H (5.83486, 0.28385, 0.97606)  0.083
H (2.12546, -0.01685, 1.20376)  0.010
H (2.05046, -1.73405, 0.89656)  -0.009
Te (1.95096, -0.35885, -1.39714)  1.380
C (3.70706, -0.79995, -2.57194)  -0.818
C (4.96386, -1.28915, -2.36384)  -0.236
C (5.71246, -1.43225, -3.55124)  -0.198
C (5.01976, -1.06735, -4.65974)  -0.420
S (3.43296, -0.53445, -4.27144)  0.928
H (5.36186, -1.53185, -1.39794)  0.080
H (6.72836, -1.78855, -3.56844)  0.102
H (5.33626, -1.08115, -5.68364)  0.060
C (-0.69514, -3.78215, -2.08644)  -0.044
O (-0.28974, -2.49165, -1.61504)  -0.226
C (-1.24774, -1.66035, -1.18304)  -0.694
O (-2.42764, -1.95835, -1.17794)  -0.036
H (-0.22014, -4.53865, -1.46344)  0.092
H (-0.38144, -3.88355, -3.12414)  0.093
H (-1.78204, -3.85475, -2.02084)  0.085
O (-3.53074, -5.89765, 5.56336)  0.121
C (-3.83784, -5.42855, 4.33466)  -0.475
O (-4.79074, -5.86485, 3.74296)  0.128
C (-2.95014, -4.38255, 3.77256)  -0.117
C (-2.00344, -3.67905, 4.52406)  -0.017
C (-1.20124, -2.73435, 3.92736)  -0.096
C (-1.31954, -2.46385, 2.55766)  -0.592
S (-0.20284, -1.35105, 1.85626)  0.931
C (-2.29494, -3.13415, 1.81106)  -0.051
C (-3.09274, -4.07635, 2.41626)  0.016
H (-2.72754, -5.49685, 5.92246)  0.092
H (-1.89364, -3.84145, 5.58896)  0.112
H (-0.46414, -2.18935, 4.50016)  0.105
H (-2.42784, -2.91045, 0.76556)  0.085
H (-3.84294, -4.60605, 1.84936)  0.128

Summary:
multiplicity	5
electronic energy	-3030.36495	Ha
maximum force	1.7	eV Å⁻¹
total charge	0
molecular weight	967.6	g/mol

---

# 2
Below is C37H45BN10O3S5Ti as an isolated structure, with properties calculated with the ωB97M-V functional and the def2-TZVPD basis.

Last column: Löwdin charge in e.
CARTESIAN COORDINATES (ANGSTROEM)
Ti (2.71191, -0.41615, -2.59036)  0.510
C (5.05028, 2.09250, 1.58669)  -0.058
C (3.58491, 2.04432, 1.31224)  -0.231
C (2.65630, 2.59176, 2.13712)  0.072
C (1.27397, 2.51949, 1.81894)  -0.197
N (0.86391, 1.91382, 0.74274)  0.191
N (1.77464, 1.35105, -0.06971)  0.020
B (1.22325, 0.70385, -1.37857)  -0.693
N (0.38840, 1.78385, -2.12948)  -0.026
N (-0.88367, 1.95572, -1.73990)  0.190
C (-1.60222, 2.85431, -2.34370)  -0.203
C (-1.03707, 3.68765, -3.34874)  0.063
C (0.24256, 3.50283, -3.76187)  -0.234
C (0.88034, 4.31524, -4.83775)  -0.061
C (0.97702, 2.43250, -3.14491)  -0.609
S (2.50064, 1.93709, -3.70624)  0.742
C (-3.06325, 2.97788, -1.94375)  -0.547
C (-3.93171, 2.78643, -3.19430)  -0.040
C (-3.43444, 1.91192, -0.91397)  -0.051
C (-3.31130, 4.37153, -1.35469)  -0.034
N (0.18972, -0.46989, -1.03782)  0.003
N (-0.15388, -0.70242, 0.22903)  0.208
C (-1.03099, -1.64507, 0.46657)  -0.196
C (-1.65430, -2.34807, -0.58694)  0.061
C (-1.26901, -2.13757, -1.87708)  -0.237
C (-1.84088, -2.88872, -3.03388)  -0.047
C (-0.24557, -1.17578, -2.08639)  -0.586
S (0.49376, -0.91044, -3.61564)  0.790
C (-1.38338, -1.91391, 1.91620)  -0.447
C (-2.79630, -1.35440, 2.16795)  -0.008
C (-0.40358, -1.23759, 2.87415)  -0.014
C (-1.46953, -3.41275, 2.22001)  -0.051
C (3.09393, 1.39877, 0.13034)  -0.555
S (4.18592, 0.70790, -0.99514)  0.774
C (0.22878, 3.15677, 2.71622)  -0.545
C (0.49205, 4.66758, 2.76868)  -0.037
C (-1.17131, 2.90466, 2.16998)  -0.054
C (0.34633, 2.56858, 4.12834)  -0.028
H (5.24585, 2.60427, 2.52707)  0.086
H (5.57532, 2.60906, 0.78229)  0.087
H (5.46523, 1.08506, 1.63382)  0.086
H (2.97005, 3.09186, 3.04417)  0.126
H (-1.64034, 4.46523, -3.79934)  0.123
H (0.20560, 5.09628, -5.18329)  0.083
H (1.15858, 3.67618, -5.67705)  0.085
H (1.80511, 4.76925, -4.47930)  0.086
H (-3.75002, 1.81152, -3.64974)  0.092
H (-3.74621, 3.55229, -3.94803)  0.079
H (-4.98701, 2.84251, -2.92250)  0.089
H (-3.29093, 0.90743, -1.31534)  0.081
H (-4.48531, 2.02923, -0.64364)  0.090
H (-2.82703, 1.99316, -0.01381)  0.059
H (-3.07930, 5.16190, -2.07066)  0.081
H (-2.70523, 4.53403, -0.46277)  0.079
H (-4.36061, 4.47520, -1.07478)  0.090
H (-2.41532, -3.08489, -0.36520)  0.130
H (-2.57199, -3.61977, -2.69272)  0.086
H (-1.04837, -3.39903, -3.58337)  0.079
H (-2.32201, -2.20804, -3.73829)  0.088
H (-2.81240, -0.28501, 1.95285)  0.083
H (-3.08252, -1.50312, 3.20933)  0.100
H (-3.54260, -1.83949, 1.53582)  0.091
H (-0.47261, -0.15505, 2.78085)  0.055
H (0.63317, -1.50026, 2.66700)  0.079
H (-0.63229, -1.53276, 3.89907)  0.105
H (-2.18041, -3.94170, 1.58705)  0.130
H (-1.76328, -3.53338, 3.26250)  0.130
H (0.59733, -3.60839, 2.50776)  0.096
H (0.48296, 5.10487, 1.76877)  0.093
H (1.45185, 4.89750, 3.23338)  0.081
H (-0.28394, 5.15706, 3.35915)  0.090
H (-1.29243, 3.34060, 1.17879)  0.064
H (-1.90632, 3.35012, 2.84250)  0.095
H (-1.37974, 1.83878, 2.07559)  0.062
H (1.33096, 2.74757, 4.56191)  0.081
H (0.16837, 1.49306, 4.12992)  0.077
H (-0.38971, 3.03471, 4.78466)  0.093
S (5.88903, -0.22722, -6.02779)  0.644
C (4.81561, -0.50632, -4.89959)  -0.951
N (4.00775, -0.73900, -4.05746)  -0.105
O (1.57641, -4.03001, 4.03765)  -0.345
S (0.53233, -4.92962, 4.53396)  0.448
O (0.96807, -6.14671, 5.14668)  -0.291
O (-0.55515, -4.21392, 5.17806)  -0.325
C (-0.21854, -5.37454, 2.95088)  -0.269
N (-0.75722, -6.42940, 2.54105)  0.148
C (-1.16961, -6.49499, 1.19830)  -0.116
C (-0.64573, -5.66662, 0.27489)  -0.038
C (0.17858, -4.56856, 0.70659)  -0.174
N (-0.16594, -4.15963, 2.07621)  0.005
C (1.20949, -3.95122, 0.04950)  -0.148
C (1.49065, -4.17843, -1.34821)  -0.001
C (2.20816, -3.26555, -2.04981)  -0.153
N (2.76366, -2.14394, -1.48658)  -0.122
C (2.78677, -2.12886, -0.11858)  -0.146
C (2.08287, -2.98357, 0.65717)  0.000
H (-1.81314, -7.32473, 0.95063)  0.102
H (-0.81203, -5.84185, -0.78077)  0.110
H (1.08320, -5.03408, -1.86716)  0.112
H (2.34215, -3.36721, -3.11987)  0.111
H (3.40386, -1.35916, 0.32391)  0.077
H (2.20004, -2.91793, 1.73144)  0.106

Summary:
electronic energy	-5075.59791	Ha
maximum force	0.6	eV Å⁻¹
energy relative to the best compared isomer or geometry (same formula, charge and spin)	15.68	kcal/mol
total charge	0
molecular weight	896.8	g/mol